Model P:
Below is an isolated ion of composition C7H13N4 and charge +1, with properties calculated with ωB97M-V/def2-TZVPD.

As for the orbital gap: 8.114 eV. The value obtained for the lowest unoccupied orbital energy is -4.69 eV. The total charge is +1. For the HOMO energy, the calculation gives -0.4704 Eh.

Cartesian coordinates (Å):
H: -1.66184 1.64469 -0.48786
N: -0.62101 1.91396 -0.63896
N: 0.05500 1.07196 -0.13971
C: -0.66322 -0.36071 0.17321
N: -2.02002 0.03651 -0.18721
C: -3.00209 -0.80329 -0.02857
C: -4.42841 -0.34821 -0.03505
C: 1.43156 1.21408 0.17664
C: 1.88096 2.50050 0.33485
N: 2.07253 0.07191 0.31747
C: 2.91132 -0.51074 -0.42516
C: 3.59805 -1.83332 -0.05247
H: -0.16517 -1.13935 -0.42198
H: -0.57652 -0.48571 1.29972
H: -2.81000 -1.76946 0.38679
H: -4.85810 -0.60932 0.89761
H: -5.21306 -0.91931 -0.67050
H: -4.58645 0.68254 -0.32048
H: 1.17920 3.39723 0.22936
H: 2.86244 2.57836 0.61122
H: 3.44483 -0.07169 -1.31603
H: 4.07423 -2.27506 -0.88670
H: 4.36286 -1.54315 0.67541
H: 2.73291 -2.44243 0.50842

How is the electron density shared among the atoms? According to Löwdin, the charges in e are: 0.123 0.240 -0.080 -0.048 -0.019 -0.123 -0.049 -0.373 0.169 0.080 -0.136 -0.042 0.131 0.158 0.121 0.069 0.126 0.078 0.111 0.045 0.146 0.054 0.087 0.132


Model Q:
Below is an isolated ion of composition C7H13N4 and charge +1, with properties calculated with ωB97M-V/def2-TZVPD.

As for the orbital gap: 7.857 eV. The value obtained for the lowest unoccupied orbital energy is -4.09 eV. The total charge is +1. For the HOMO energy, the calculation gives -0.4389 Eh.

Cartesian coordinates (Å):
C: -3.68030 1.22059 0.84159
C: -2.91125 0.28480 0.40521
C: -2.10121 -0.59408 -0.04931
N: -2.42123 -1.90224 -0.56466
N: -0.64785 -0.31740 0.02199
N: 0.14202 -1.57966 0.10540
C: 0.13725 0.77332 -0.46650
C: -0.42236 1.92710 -0.99370
C: 1.53250 0.91546 -0.07735
N: 2.24491 -0.11220 0.19622
C: 3.63741 -0.21162 0.45718
H: -4.04607 1.90475 0.18740
H: -4.06242 1.11739 1.93051
H: -3.05787 -2.36206 0.00488
H: -2.69935 -1.86088 -1.52252
H: 0.24017 -1.68884 1.06041
H: -0.53826 -2.27618 -0.36358
H: -1.32764 1.93198 -1.49007
H: 0.10567 2.94363 -0.91653
H: 2.06468 1.95696 -0.24304
H: 1.59489 -1.08239 0.13233
H: 3.92813 0.40870 1.23132
H: 3.76536 -1.30774 0.81155
H: 4.37559 -0.14256 -0.49844

How is the electron density shared among the atoms? According to Löwdin, the charges in e are: 0.069 -0.047 -0.289 0.098 -0.048 0.065 -0.251 0.132 -0.014 -0.033 -0.059 0.036 0.123 0.077 0.100 0.077 0.131 0.043 0.109 0.193 0.147 0.059 0.123 0.158


Most stable to least stable, the ends of the list are model P and model Q.


Model P:
Below is one molecule with the formula C4H6N2O, with properties calculated with ωB97M-V/def2-TZVPD.

As for the orbital gap: 8.788 eV. The value obtained for the lowest unoccupied orbital energy is 0.87 eV. For the HOMO energy, the calculation gives -0.2908 Eh.

Cartesian coordinates (Å):
N: 1.41037 -1.75129 -0.40459
C: 0.64290 -0.63261 -0.19195
N: 1.11954 0.54902 0.03162
C: -0.00308 1.38528 0.11126
O: 0.25670 2.69391 0.30566
C: -1.19219 0.75436 0.00557
C: -0.84092 -0.69548 -0.08039
H: 1.08160 -2.65077 -0.07445
H: 2.39267 -1.59116 -0.24151
H: -0.58753 3.16303 0.34600
H: -2.19068 1.17257 0.06081
H: -1.38375 -1.29157 -0.84094
H: -0.70563 -1.10528 0.97292

How is the electron density shared among the atoms? According to Löwdin, the charges in e are: 0.129 -0.435 0.160 -0.426 0.072 -0.062 -0.125 0.099 0.096 0.112 0.095 0.129 0.155


Model Q:
Below is one molecule with the formula C4H6N2O, with properties calculated with ωB97M-V/def2-TZVPD.

As for the orbital gap: 8.245 eV. The value obtained for the lowest unoccupied orbital energy is 0.84 eV. For the HOMO energy, the calculation gives -0.2720 Eh.

Cartesian coordinates (Å):
N: -2.19469 0.53087 -0.48339
C: -0.86839 0.11023 -0.27887
C: -0.40686 -1.16867 -0.41029
N: 0.91621 -1.21168 -0.00835
C: 1.33262 0.14154 0.25156
O: 2.36272 0.58114 1.05368
C: 0.21398 0.92480 0.10627
H: -2.83457 -0.08167 0.00743
H: -2.31992 1.47071 -0.13017
H: -0.91765 -1.99310 -0.89464
H: 1.38275 -2.10277 -0.16857
H: 3.18209 0.81942 0.60694
H: 0.15172 1.97919 0.34840

How is the electron density shared among the atoms? According to Löwdin, the charges in e are: 0.067 -0.368 -0.105 0.066 -0.324 0.032 0.000 0.080 0.075 0.114 0.146 0.101 0.116


Model R:
Below is one molecule with the formula C4H6N2O, with properties calculated with ωB97M-V/def2-TZVPD.

As for the orbital gap: 10.503 eV. The value obtained for the lowest unoccupied orbital energy is 0.28 eV. For the HOMO energy, the calculation gives -0.3759 Eh.

Cartesian coordinates (Å):
H: 0.13364 2.21115 -2.36247
N: 0.91140 1.60536 -2.10577
C: 0.62529 0.96041 -1.06887
O: 1.43463 0.04908 -0.42998
C: 0.46884 -0.20518 0.63119
C: 0.02508 -1.64991 0.70238
C: -0.47056 0.77862 -0.05625
N: -1.63059 1.25324 0.04685
H: -2.10079 0.88459 0.87672
H: 0.86591 0.15371 1.58795
H: 0.88335 -2.30045 0.89376
H: -0.69449 -1.78348 1.51784
H: -0.45172 -1.95711 -0.23336

How is the electron density shared among the atoms? According to Löwdin, the charges in e are: 0.066 0.182 -0.385 0.028 -0.278 -0.029 -0.254 0.187 0.069 0.151 0.086 0.086 0.092


Most stable to least stable, the ends of the list are model P and model R.


Model P:
Below is a 5-piece molecular cluster, C2H17N2O4 overall, with properties calculated with ωB97M-V/def2-TZVPD.

As for the orbital gap: 10.808 eV. The value obtained for the lowest unoccupied orbital energy is -2.72 eV. The total charge is +1. For the HOMO energy, the calculation gives -0.4971 Eh.

Cartesian coordinates (Å):
N: 0.30489 -1.41180 0.38029
C: 1.59679 -0.60872 0.30967
C: 1.54666 0.67437 1.22492
N: 1.94280 1.76856 0.33158
H: -0.14563 -1.30906 1.32385
H: -0.39178 -1.13099 -0.33413
H: 0.53201 -2.40804 0.25784
H: 2.44354 -1.28403 0.35513
H: 1.72022 -0.29542 -0.78910
H: 0.50679 0.84565 1.46380
H: 2.28994 0.29852 1.95039
H: 2.94935 1.80475 0.23372
H: 1.61304 2.63580 0.74119
H: -1.83673 -1.29169 -2.41031
H: -0.51665 -0.46739 -2.52814
O: -1.04771 -1.02587 -1.91629
H: -0.27726 2.17663 -2.72994
H: 0.50813 1.55172 -1.70131
O: 0.06253 1.28361 -2.52927
H: -1.93752 -0.54598 3.20028
H: -2.22207 -0.63536 1.67421
O: -1.56625 -0.84513 2.36479
H: -3.46769 0.15919 -0.00822
H: -2.10736 -0.07029 -0.86665
O: -2.50004 0.13095 0.00169

How is the electron density shared among the atoms? According to Löwdin, the charges in e are: 0.161 -0.134 -0.214 -0.005 0.110 0.080 0.171 0.116 0.131 0.109 0.124 0.088 0.084 0.100 0.061 -0.074 0.082 0.030 -0.063 0.070 0.019 -0.066 0.077 0.005 -0.063


Model Q:
Below is a 5-piece molecular cluster, C2H17N2O4 overall, with properties calculated with ωB97M-V/def2-TZVPD.

As for the orbital gap: 9.917 eV. The value obtained for the lowest unoccupied orbital energy is -2.81 eV. The total charge is +1. For the HOMO energy, the calculation gives -0.4679 Eh.

Cartesian coordinates (Å):
C: -2.38736 -0.42392 0.71428
N: -3.51738 -1.25745 0.44585
C: -1.10284 -0.91343 0.02985
N: 0.04072 0.07881 0.05894
H: -2.18533 -0.42242 1.78289
H: -2.65599 0.60429 0.46506
H: -3.42226 -2.20934 0.76160
H: -3.96382 -1.21698 -0.45577
H: -1.20355 -1.16911 -1.01987
H: -0.76181 -1.77765 0.59503
H: -0.12188 0.86268 -0.57278
H: 0.13356 0.43315 1.01450
H: 0.89655 -0.40249 -0.19583
H: -0.62747 1.71652 3.60219
H: -0.27508 0.23399 3.35427
O: -0.14353 1.12709 3.01512
H: 2.43694 0.49377 1.95721
H: 3.29959 -0.55345 1.23046
O: 2.38681 -0.25826 1.35221
H: 1.58201 -1.77580 -4.50452
H: 2.78775 -0.94628 -4.10639
O: 2.09177 -1.49880 -3.73568
H: 2.14628 2.50658 -2.47777
H: 2.33891 3.85889 -1.70673
O: 2.22746 2.90962 -1.60414

How is the electron density shared among the atoms? According to Löwdin, the charges in e are: -0.283 0.012 -0.126 0.182 0.104 0.125 0.080 0.083 0.129 0.133 0.168 0.097 0.132 0.066 0.055 -0.042 0.057 0.070 -0.050 0.037 0.034 -0.069 0.034 0.041 -0.067


Most stable to least stable, the ends of the list are model Q and model P.


Model P:
Below is a 2-piece molecular cluster, C2H6NS overall, with properties calculated with ωB97M-V/def2-TZVPD.

As for the orbital gap: 6.738 eV. The value obtained for the lowest unoccupied orbital energy is 4.07 eV. The total charge is -1. For the HOMO energy, the calculation gives -0.0979 Eh.

Cartesian coordinates (Å):
S: 1.32701 1.68499 -0.60794
H: 2.39935 2.41279 -0.95475
C: -2.01212 -1.42993 -0.06669
C: -0.70486 -1.38793 0.11349
N: -0.05401 -0.80725 1.22706
H: -2.61028 -0.90541 0.68302
H: -2.46368 -1.85902 -0.94961
H: -0.04545 -1.90841 -0.57701
H: -0.64682 -0.75795 2.04393
H: 0.29362 0.11737 0.97124

How is the electron density shared among the atoms? According to Löwdin, the charges in e are: -0.274 -0.489 -0.047 -0.329 -0.005 0.044 0.029 0.090 0.053 -0.072


Model Q:
Below is a 2-piece molecular cluster, C2H6NS overall, with properties calculated with ωB97M-V/def2-TZVPD.

As for the orbital gap: 7.018 eV. The value obtained for the lowest unoccupied orbital energy is 4.10 eV. The total charge is -1. For the HOMO energy, the calculation gives -0.1073 Eh.

Cartesian coordinates (Å):
S: 2.82761 1.80678 0.39504
H: 2.78857 2.25303 -0.86603
C: -1.46094 -1.45230 -0.05315
C: -0.71663 -0.35783 -0.30142
N: -0.09030 0.51550 0.53232
H: -1.68836 -1.87474 0.91502
H: -1.80129 -2.01354 -0.91911
H: -0.57938 -0.10018 -1.34974
H: -0.00973 0.21810 1.49235
H: 0.73043 1.00517 0.15472

How is the electron density shared among the atoms? According to Löwdin, the charges in e are: -0.221 -0.462 -0.085 -0.347 0.015 0.015 0.010 0.096 0.077 -0.097


Most stable to least stable, the ends of the list are model Q and model P.


Model P:
Below is a 2-piece molecular cluster, C2H6NS overall, with properties calculated with ωB97M-V/def2-TZVPD.

As for the orbital gap: 6.976 eV. The value obtained for the lowest unoccupied orbital energy is 4.12 eV. The total charge is -1. For the HOMO energy, the calculation gives -0.1050 Eh.

Cartesian coordinates (Å):
S: 1.57891 -0.61343 2.06366
H: 2.46296 -1.47629 2.58636
C: 0.27852 0.79885 -1.33201
C: -0.86538 0.32409 -0.82473
N: -1.03823 -0.24388 0.40073
H: 1.20228 0.71340 -0.76442
H: 0.31347 1.24573 -2.31078
H: -1.74410 0.38730 -1.46463
H: -0.24678 -0.53720 0.99625
H: -1.94165 -0.59859 0.64956

How is the electron density shared among the atoms? According to Löwdin, the charges in e are: -0.148 -0.459 -0.073 -0.355 0.007 0.011 0.008 0.083 -0.136 0.061


Model Q:
Below is a 2-piece molecular cluster, C2H6NS overall, with properties calculated with ωB97M-V/def2-TZVPD.

As for the orbital gap: 4.978 eV. The value obtained for the lowest unoccupied orbital energy is 3.19 eV. The total charge is -1. For the HOMO energy, the calculation gives -0.0656 Eh.

Cartesian coordinates (Å):
C: -1.17203 -0.14125 -1.96149
S: -1.65233 -0.64954 -3.60071
H: -0.54814 0.75676 -1.92487
H: -2.03373 0.06972 -1.30599
H: -0.65331 -0.92084 -1.37885
C: 1.54206 0.03553 2.20311
N: 0.90769 0.63929 1.29004
H: 2.56541 -0.24467 1.96050
H: 1.11545 -0.28544 3.15391
H: -0.07108 0.74044 1.56436

How is the electron density shared among the atoms? According to Löwdin, the charges in e are: -0.859 -0.068 -0.025 -0.029 -0.027 -0.162 0.029 0.049 0.053 0.040


Most stable to least stable, the ends of the list are model P and model Q.


Model P:
Below is a 2-piece molecular cluster, C2O2S overall, with properties calculated with ωB97M-V/def2-TZVPD.

As for the orbital gap: 11.391 eV. The value obtained for the lowest unoccupied orbital energy is 0.57 eV. For the HOMO energy, the calculation gives -0.3975 Eh.

Cartesian coordinates (Å):
C: -2.11417 0.59944 -0.64361
C: 1.02053 -0.44378 0.11930
O: -1.35430 0.58751 0.12932
O: 0.61748 -1.54497 0.02286
S: 1.83047 0.80181 0.37213

How is the electron density shared among the atoms? According to Löwdin, the charges in e are: -0.005 -0.945 0.023 0.080 0.848


Model Q:
Below is a 2-piece molecular cluster, C2O2S overall, with properties calculated with ωB97M-V/def2-TZVPD.

As for the orbital gap: 11.148 eV. The value obtained for the lowest unoccupied orbital energy is 0.54 eV. For the HOMO energy, the calculation gives -0.3900 Eh.

Cartesian coordinates (Å):
C: -2.12006 -0.12821 -0.47107
C: 1.73226 0.30395 -0.02835
O: -2.71739 -0.67660 0.31161
O: 2.65225 0.97904 -0.21760
S: 0.45294 -0.47817 0.40540

How is the electron density shared among the atoms? According to Löwdin, the charges in e are: -0.115 -0.811 0.012 0.112 0.802


Most stable to least stable, the ends of the list are model Q and model P.